C54H99Cl4N18 | wB97M-V/def2-TZVPD

Structure (ORCA input):
```
! RIJCOSX wB97M-V def2-TZVPD def2/J DEFGRID3
* xyz 5 1
C 4.171 7.940 -3.321
C 4.837 6.609 -3.680
N 3.858 5.530 -3.970
C 3.143 4.786 -3.057
C 2.553 3.752 -3.722
N 2.741 3.948 -5.065
C 3.455 5.095 -5.160
C 2.323 3.084 -6.147
H 3.610 7.820 -2.397
H 3.680 8.396 -4.175
H 5.003 8.610 -3.094
H 5.583 6.181 -3.012
H 5.384 6.701 -4.620
H 3.290 5.019 -2.018
H 1.980 2.911 -3.366
H 3.697 5.484 -6.139
H 2.518 2.036 -5.926
H 2.769 3.481 -7.053
H 1.231 3.064 -6.164
C -1.797 1.997 3.858
C -2.203 2.608 5.227
N -3.604 2.314 5.497
C -4.163 1.731 6.646
C -5.463 1.636 6.320
N -5.752 2.187 5.082
C -4.588 2.617 4.630
C -6.991 2.163 4.340
H -2.519 2.112 3.050
H -1.573 0.965 4.118
H -0.930 2.470 3.394
H -1.948 3.641 5.459
H -1.698 2.045 6.017
H -3.588 1.262 7.424
H -6.246 1.366 7.014
H -4.294 2.835 3.612
H -7.801 2.488 4.991
H -7.303 1.176 3.997
H -6.837 2.739 3.431
C 0.952 6.392 -1.687
C -0.591 6.553 -1.654
N -1.455 5.586 -2.321
C -1.454 5.280 -3.662
C -2.354 4.243 -3.769
N -2.939 3.991 -2.542
C -2.463 4.943 -1.712
C -3.856 2.887 -2.329
H 1.315 5.565 -1.078
H 1.504 7.248 -1.303
H 1.219 6.280 -2.737
H -0.930 7.542 -1.975
H -0.983 6.667 -0.638
H -0.748 5.664 -4.377
H -2.546 3.511 -4.537
H -2.810 5.136 -0.710
H -4.471 2.860 -1.430
H -3.335 1.926 -2.346
H -4.485 2.844 -3.218
C 0.868 2.468 -0.598
C 0.141 1.878 0.617
N -0.323 0.537 0.351
C 0.421 -0.610 0.383
C -0.390 -1.651 0.027
N -1.664 -1.136 -0.220
C -1.568 0.193 0.015
C -2.771 -1.755 -0.929
H 0.233 3.046 -1.277
H 1.508 1.757 -1.122
H 1.477 3.302 -0.235
H -0.659 2.588 0.859
H 0.801 2.054 1.467
H 1.489 -0.701 0.508
H -0.194 -2.707 -0.058
H -2.407 0.870 0.109
H -3.435 -0.941 -1.221
H -3.317 -2.473 -0.320
H -2.312 -2.137 -1.839
C 4.449 -0.894 -1.445
C 3.376 -1.152 -2.471
N 3.131 -2.548 -2.721
C 1.907 -3.073 -3.111
C 2.159 -4.333 -3.572
N 3.498 -4.553 -3.383
C 4.061 -3.509 -2.775
C 4.250 -5.802 -3.612
H 4.478 0.113 -1.023
H 5.469 -0.976 -1.838
H 4.407 -1.550 -0.569
H 3.626 -0.724 -3.445
H 2.465 -0.720 -2.052
H 1.034 -2.445 -3.104
H 1.530 -5.157 -3.865
H 5.098 -3.291 -2.581
H 4.508 -5.910 -4.664
H 3.730 -6.698 -3.288
H 5.189 -5.714 -3.071
C -6.674 -2.389 -0.193
C -7.757 -3.126 0.551
N -9.004 -3.149 -0.233
C -10.216 -2.713 0.164
C -11.108 -3.048 -0.841
N -10.408 -3.575 -1.860
C -9.091 -3.610 -1.514
C -10.880 -3.714 -3.247
H -6.747 -1.306 -0.051
H -6.674 -2.517 -1.273
H -5.709 -2.580 0.279
H -7.976 -2.583 1.467
H -7.535 -4.180 0.717
H -10.296 -2.263 1.140
H -12.130 -2.730 -0.965
H -8.361 -4.135 -2.105
H -11.884 -3.297 -3.335
H -10.972 -4.728 -3.624
H -10.233 -3.014 -3.770
C 1.747 0.957 5.593
C 1.969 -0.483 6.067
N 1.231 -1.462 5.262
C -0.136 -1.394 5.194
C -0.538 -2.459 4.389
N 0.588 -3.205 4.154
C 1.651 -2.511 4.568
C 0.697 -4.488 3.470
H 1.081 1.512 6.249
H 1.540 1.057 4.523
H 2.641 1.586 5.519
H 1.675 -0.629 7.108
H 3.038 -0.632 6.228
H -0.681 -0.707 5.816
H -1.440 -3.050 4.291
H 2.712 -2.656 4.435
H -0.025 -5.143 3.956
H 1.648 -4.977 3.667
H 0.498 -4.323 2.416
C 3.757 3.911 3.410
C 3.534 4.282 1.984
N 4.609 3.756 1.075
C 5.129 4.397 -0.019
C 5.801 3.474 -0.791
N 5.934 2.346 -0.023
C 5.179 2.526 1.089
C 6.668 1.147 -0.326
H 4.779 3.950 3.780
H 3.545 2.836 3.508
H 3.012 4.319 4.090
H 3.426 5.362 1.844
H 2.608 3.997 1.481
H 5.012 5.470 -0.023
H 6.351 3.524 -1.716
H 5.070 1.728 1.807
H 6.837 0.442 0.490
H 7.715 1.303 -0.595
H 6.210 0.564 -1.123
C 0.651 -5.845 -0.163
C 0.971 -7.318 0.133
N 2.315 -7.677 -0.252
C 3.450 -6.956 -0.142
C 4.471 -7.688 -0.713
N 3.981 -8.915 -1.013
C 2.693 -8.925 -0.634
C 4.747 -9.947 -1.715
H 1.250 -5.165 0.450
H -0.347 -5.569 0.189
H 0.670 -5.614 -1.231
H 0.244 -7.881 -0.446
H 0.838 -7.372 1.213
H 3.572 -5.971 0.288
H 5.514 -7.455 -0.851
H 2.019 -9.759 -0.752
H 5.731 -9.976 -1.256
H 4.882 -9.574 -2.732
H 4.166 -10.859 -1.798
Cl -5.071 1.120 1.184
Cl -1.637 5.064 1.691
Cl -2.436 -4.447 1.632
Cl 3.550 -2.503 0.839
*
```

E_HOMO	-15.366	eV
calculated total energy	-134469.533	eV

Here are the Löwdin charges for atoms 1 to 6, given in e: -0.03 -0.14 -0.02 -0.06 -0.02 -0.08